a) Molecular formula: C3H9NOS2
Method: DFT, ωB97M-V with the def2-TZVPD basis set

The geometry in ORCA input format:
```
! RIJCOSX wB97M-V def2-TZVPD def2/J DEFGRID3
* xyz 0 1
N -0.39 -1.26 0.04
C -0.28 0.12 0.48
C 0.78 0.28 1.53
O 0.60 -0.70 2.55
C -0.04 1.16 -0.69
S -1.11 0.81 -2.07
S -0.01 -0.58 -3.28
H -1.10 -1.44 -0.67
H -0.79 -1.71 0.87
H -1.27 0.35 0.93
H 1.70 -0.02 1.01
H 0.75 1.25 2.01
H 1.36 -1.24 2.76
H 1.02 1.20 -0.94
H -0.37 2.08 -0.24
H -0.86 -0.31 -4.29
*
```

The HOMO energy is -8.311 eV. For the LUMO energy, the calculation gives 0.316 eV. For the orbital gap, the calculation gives 8.63 eV. Its SMILES is N[C@@H](CO)CSS.

=====

b) Molecular formula: C3H9NOS2
Method: DFT, ωB97M-V with the def2-TZVPD basis set

The geometry in ORCA input format:
```
! RIJCOSX wB97M-V def2-TZVPD def2/J DEFGRID3
* xyz 0 1
N 0.34 -0.19 -1.43
C 0.53 -0.27 -0.01
C 1.21 1.00 0.47
O 2.53 1.17 -0.02
C -0.65 -0.56 0.94
S -1.74 -1.87 0.30
S -3.32 -0.63 -0.46
H -0.28 0.55 -1.75
H 0.02 -1.07 -1.78
H 1.26 -1.07 0.20
H 0.55 1.80 0.06
H 1.18 1.12 1.55
H 2.99 1.60 0.67
H -1.10 0.41 1.16
H -0.26 -0.99 1.86
H -3.25 -1.02 -1.75
*
```

The HOMO energy is -8.827 eV. For the LUMO energy, the calculation gives 0.185 eV. For the orbital gap, the calculation gives 9.01 eV. Its SMILES is N[C@@H](CO)CSS.

=====

Top of the stability list: b), leading by 0.220 eV.

=====

a) Molecular formula: CH4NP
Method: DFT, ωB97M-V with the def2-TZVPD basis set

The geometry in ORCA input format:
```
! RIJCOSX wB97M-V def2-TZVPD def2/J DEFGRID3
* xyz 0 1
C 0.14 -0.42 -0.35
N 1.09 -1.04 0.65
P 0.13 1.35 -0.46
H -0.60 -0.97 -0.91
H 0.92 -1.96 0.35
H 0.58 1.58 0.93
H -1.34 1.41 -0.19
*
```

The HOMO energy is -9.531 eV. For the LUMO energy, the calculation gives 0.089 eV. For the orbital gap, the calculation gives 9.62 eV. Its SMILES is [H]/N=C/P.

=====

b) Molecular formula: CH4NP
Method: DFT, ωB97M-V with the def2-TZVPD basis set

The geometry in ORCA input format:
```
! RIJCOSX wB97M-V def2-TZVPD def2/J DEFGRID3
* xyz 0 1
C -0.95 0.19 0.04
N 0.30 -0.46 -0.04
P 1.72 0.15 0.08
H -1.53 -0.46 -0.64
H -0.74 1.29 -0.26
H -1.42 0.34 0.97
H 2.61 -1.05 -0.15
*
```

The HOMO energy is -8.742 eV. For the LUMO energy, the calculation gives -0.219 eV. For the orbital gap, the calculation gives 8.52 eV. Its SMILES is [H]/P=N/C.

=====

Top of the stability list: b), leading by 0.784 eV.

=====

a) Molecular formula: C36H54O27
Method: DFT, ωB97M-V with the def2-TZVPD basis set

The geometry in ORCA input format:
```
! RIJCOSX wB97M-V def2-TZVPD def2/J DEFGRID3
* xyz 0 1
C -3.68 -1.18 3.64
C -2.31 -1.41 3.00
C -1.19 -1.07 4.03
O -0.55 -2.28 4.29
C -1.06 -3.26 3.57
O -0.58 -4.36 3.47
O -2.15 -2.84 2.91
H -4.43 -1.72 3.06
H -4.02 -0.15 3.53
H -3.68 -1.63 4.63
H -2.22 -0.89 2.04
H -1.68 -0.64 4.90
H -0.49 -0.35 3.61
C -1.59 6.06 3.67
C -1.40 4.72 2.98
C -2.26 3.59 3.51
O -3.25 3.32 2.53
C -3.07 4.10 1.50
O -3.77 4.11 0.47
O -1.94 4.76 1.71
H -0.85 6.79 3.33
H -1.40 5.98 4.74
H -2.62 6.43 3.66
H -0.35 4.45 2.85
H -2.77 3.78 4.46
H -1.63 2.72 3.70
C -4.21 -5.80 -3.38
C -2.71 -6.05 -3.45
C -2.23 -6.40 -4.85
O -1.43 -5.32 -5.16
C -1.42 -4.39 -4.16
O -0.78 -3.31 -4.14
O -2.11 -4.84 -3.07
H -4.40 -5.01 -4.11
H -4.46 -5.43 -2.39
H -4.87 -6.66 -3.54
H -2.52 -6.84 -2.72
H -3.09 -6.29 -5.50
H -1.77 -7.38 -4.92
C 0.23 -1.58 -1.62
C 0.85 -0.74 -0.50
C 1.31 0.62 -0.94
O 0.62 1.44 0.01
C -0.21 0.74 0.83
O -1.01 1.27 1.62
O -0.11 -0.54 0.55
H 0.97 -1.78 -2.39
H -0.58 -1.02 -2.10
H -0.18 -2.57 -1.43
H 1.76 -1.21 -0.14
H 0.96 0.78 -1.96
H 2.37 0.90 -0.88
C 7.98 0.60 2.88
C 6.45 0.58 2.83
C 5.95 1.88 2.13
O 4.94 1.33 1.30
C 5.14 -0.01 1.08
O 4.52 -0.74 0.28
O 6.10 -0.42 1.90
H 8.46 0.79 1.92
H 8.38 -0.37 3.19
H 8.43 1.36 3.53
H 6.01 0.51 3.82
H 6.82 2.37 1.70
H 5.57 2.54 2.92
C -1.29 2.92 -2.19
C -0.34 4.07 -2.53
C -0.55 5.39 -1.74
O 0.41 5.22 -0.70
C 1.35 4.34 -1.09
O 2.40 4.16 -0.47
O 0.93 3.60 -2.13
H -2.35 3.15 -2.28
H -1.12 2.69 -1.14
H -1.13 2.04 -2.80
H -0.40 4.24 -3.60
H -1.60 5.52 -1.47
H -0.32 6.24 -2.38
C 6.33 4.84 -1.75
C 5.90 3.50 -1.32
C 5.24 2.65 -2.34
O 5.95 1.47 -2.32
C 7.05 1.58 -1.57
O 7.86 0.64 -1.37
O 7.05 2.78 -0.95
H 7.07 4.64 -2.53
H 6.80 5.55 -1.08
H 5.46 5.33 -2.19
H 5.23 3.47 -0.46
H 5.43 3.10 -3.32
H 4.18 2.52 -2.13
C -1.93 -7.05 1.08
C -0.84 -6.59 0.12
C -0.66 -5.09 0.02
O 0.73 -4.84 0.07
C 1.28 -5.94 0.68
O 2.42 -5.96 1.17
O 0.36 -6.94 0.79
H -2.92 -6.98 0.63
H -1.98 -6.55 2.05
H -1.91 -8.10 1.37
H -0.90 -7.01 -0.88
H -1.16 -4.62 0.87
H -1.12 -4.70 -0.89
C -4.07 0.04 -0.39
C -5.03 1.18 -0.60
C -5.03 1.85 -1.99
O -6.44 1.95 -2.25
C -7.12 1.19 -1.43
O -8.30 0.90 -1.52
O -6.27 0.57 -0.54
H -4.00 -0.70 -1.19
H -4.38 -0.57 0.45
H -3.05 0.44 -0.36
H -4.96 1.88 0.23
H -4.59 1.22 -2.76
H -4.43 2.74 -1.81
*
```

The HOMO energy is -10.336 eV. For the LUMO energy, the calculation gives 0.291 eV. For the orbital gap, the calculation gives 10.63 eV. Its SMILES is C[C@H]1COC(=O)O1.C[C@H]1COC(=O)O1.C[C@H]1COC(=O)O1.C[C@H]1COC(=O)O1.C[C@H]1COC(=O)O1.C[C@H]1COC(=O)O1.C[C@H]1COC(=O)O1.C[C@H]1COC(=O)O1.C[C@H]1COC(=O)O1.

=====

b) Molecular formula: C36H54O27
Method: DFT, ωB97M-V with the def2-TZVPD basis set

The geometry in ORCA input format:
```
! RIJCOSX wB97M-V def2-TZVPD def2/J DEFGRID3
* xyz 0 1
C 5.96 0.03 1.57
C 6.46 0.01 2.97
C 5.58 0.78 3.92
O 5.57 -0.05 5.12
C 6.03 -1.28 4.82
O 6.07 -2.18 5.56
O 6.34 -1.33 3.50
H 6.51 -0.67 0.96
H 6.11 1.04 1.15
H 4.91 -0.24 1.58
H 7.53 0.27 2.96
H 4.56 0.81 3.59
H 5.89 1.76 4.24
C 3.91 2.79 -0.31
C 3.02 3.80 0.36
C 3.16 3.82 1.87
O 3.50 5.18 2.19
C 3.70 5.89 1.08
O 4.00 6.98 1.02
O 3.46 5.12 -0.01
H 3.69 2.74 -1.36
H 3.75 1.83 0.22
H 4.97 3.05 -0.30
H 1.96 3.68 0.05
H 3.96 3.22 2.28
H 2.25 3.54 2.39
C -0.45 -3.65 -4.26
C -0.82 -2.23 -4.38
C -2.17 -2.03 -4.94
O -2.65 -0.87 -4.15
C -1.97 -0.86 -2.99
O -2.23 -0.25 -2.04
O -0.89 -1.68 -3.08
H -1.12 -4.20 -3.58
H 0.55 -3.81 -3.86
H -0.53 -4.16 -5.20
H -0.07 -1.69 -4.96
H -2.90 -2.80 -4.65
H -2.20 -1.86 -6.00
C -5.19 0.19 -0.44
C -5.11 -0.14 1.03
C -3.71 -0.35 1.55
O -3.62 0.52 2.68
C -4.72 1.35 2.75
O -4.81 2.22 3.47
O -5.61 0.97 1.81
H -4.57 1.04 -0.69
H -6.26 0.33 -0.65
H -4.80 -0.70 -0.96
H -5.76 -1.00 1.23
H -2.90 -0.10 0.86
H -3.56 -1.35 1.95
C -4.40 4.17 -0.22
C -3.14 3.87 0.53
C -2.35 2.77 -0.17
O -1.01 3.35 -0.32
C -1.06 4.65 -0.05
O -0.13 5.36 -0.07
O -2.28 5.03 0.31
H -4.93 4.88 0.40
H -5.07 3.32 -0.30
H -4.18 4.48 -1.24
H -3.33 3.70 1.60
H -2.71 2.58 -1.17
H -2.19 1.84 0.40
C 2.96 -2.27 4.07
C 1.73 -3.08 4.23
C 1.80 -4.55 3.91
O 0.85 -5.13 4.80
C 0.69 -4.31 5.88
O 0.21 -4.64 6.88
O 1.27 -3.11 5.59
H 3.87 -2.65 4.54
H 2.76 -1.29 4.50
H 3.15 -2.23 2.98
H 0.93 -2.59 3.67
H 2.79 -4.96 4.09
H 1.45 -4.81 2.91
C -1.24 2.23 -7.08
C -1.50 1.95 -5.62
C -0.83 2.92 -4.68
O -1.73 2.95 -3.57
C -2.98 2.63 -4.02
O -3.93 2.72 -3.39
O -2.88 2.21 -5.31
H -1.80 3.09 -7.44
H -1.56 1.41 -7.69
H -0.17 2.35 -7.24
H -1.26 0.91 -5.42
H -0.74 3.94 -5.05
H 0.11 2.59 -4.25
C -1.58 -6.23 1.37
C -2.40 -5.05 0.93
C -1.55 -3.77 0.87
O -2.12 -3.07 -0.33
C -2.83 -3.95 -1.03
O -3.38 -3.68 -2.05
O -2.91 -5.15 -0.43
H -0.89 -6.45 0.58
H -2.20 -7.13 1.49
H -1.16 -5.99 2.36
H -3.30 -4.88 1.52
H -0.51 -3.91 0.60
H -1.67 -3.17 1.77
C 0.95 1.19 -1.71
C 0.44 0.38 -0.56
C 1.10 -0.99 -0.56
O 1.70 -1.12 0.75
C 1.86 0.15 1.25
O 2.54 0.46 2.16
O 1.11 1.00 0.54
H 0.61 0.64 -2.60
H 2.04 1.23 -1.71
H 0.53 2.19 -1.70
H -0.65 0.39 -0.49
H 1.93 -1.11 -1.25
H 0.40 -1.80 -0.70
*
```

The HOMO energy is -10.677 eV. For the LUMO energy, the calculation gives -0.247 eV. For the orbital gap, the calculation gives 10.43 eV. Its SMILES is C[C@H]1COC(=O)O1.C[C@H]1COC(=O)O1.C[C@H]1COC(=O)O1.C[C@H]1COC(=O)O1.C[C@H]1COC(=O)O1.C[C@H]1COC(=O)O1.C[C@H]1COC(=O)O1.C[C@H]1COC(=O)O1.C[C@H]1COC(=O)O1.

=====

Top of the stability list: b), leading by 2.368 eV.

=====

a) Molecular formula: C5H8FN
Method: DFT, ωB97M-V with the def2-TZVPD basis set

The geometry in ORCA input format:
```
! RIJCOSX wB97M-V def2-TZVPD def2/J DEFGRID3
* xyz 0 1
C 0.21 1.15 1.15
C -0.10 -1.34 0.38
C 1.18 -0.94 1.06
C -0.88 0.64 0.27
C -0.88 1.14 -1.15
N 1.18 0.44 1.50
F -2.12 0.62 0.82
H 0.18 2.17 1.50
H -0.05 -1.65 -0.65
H -0.83 -1.85 0.98
H 1.37 -1.54 1.96
H 2.04 -1.06 0.40
H 0.15 1.24 -1.49
H -1.36 2.11 -1.19
H -1.42 0.46 -1.81
*
```

The HOMO energy is -9.146 eV. For the LUMO energy, the calculation gives 1.016 eV. For the orbital gap, the calculation gives 10.16 eV.

=====

b) Molecular formula: C5H8FN
Method: DFT, ωB97M-V with the def2-TZVPD basis set

The geometry in ORCA input format:
```
! RIJCOSX wB97M-V def2-TZVPD def2/J DEFGRID3
* xyz 0 1
C 1.21 0.83 1.27
C 1.24 1.30 2.41
C -0.61 -0.91 -1.62
C 0.89 0.16 -0.14
C -0.41 0.19 -0.47
N -1.07 -0.39 0.66
F -1.74 0.45 1.61
H -0.37 -1.73 -1.05
H 0.20 -0.81 -2.31
H -1.57 -0.93 -2.04
H 1.53 -0.59 -0.31
H 1.29 0.90 -0.81
H -0.68 1.19 -0.97
H -1.60 -1.12 0.43
H 1.68 1.48 3.34
*
```

The HOMO energy is -9.512 eV. For the LUMO energy, the calculation gives 0.910 eV. For the orbital gap, the calculation gives 10.42 eV. Its SMILES is C#CC[C@@H](C)NF.

=====

Top of the stability list: a), leading by 4.560 eV.

=====

a) Molecular formula: C9H12N4O
Method: DFT, ωB97M-V with the def2-TZVPD basis set

The geometry in ORCA input format:
```
! RIJCOSX wB97M-V def2-TZVPD def2/J DEFGRID3
* xyz 0 1
C 0.58 1.80 -0.47
C 3.95 -0.52 0.47
C 3.41 -0.28 -0.85
C 3.23 0.03 1.55
C 2.43 0.56 -1.10
C 2.01 0.79 1.32
C 1.95 1.54 -0.11
C -3.42 -1.30 -1.07
C -3.76 0.13 -0.78
N -0.45 1.20 -0.56
N -1.58 0.86 -0.89
N -2.67 0.82 -0.14
N -2.77 1.23 1.06
O -3.87 1.18 1.68
H 4.70 -1.29 0.54
H 3.78 -0.87 -1.70
H 3.48 -0.33 2.46
H 1.86 0.65 -2.06
H 1.15 0.37 1.62
H 2.14 1.65 1.97
H 2.56 2.45 -0.22
H -3.30 -1.97 -0.24
H -2.46 -1.18 -1.58
H -4.34 -1.73 -1.47
H -4.57 0.30 0.05
H -3.98 0.71 -1.61
*
```

The HOMO energy is -8.073 eV. For the LUMO energy, the calculation gives 0.117 eV. For the orbital gap, the calculation gives 8.19 eV.

=====

b) Molecular formula: C9H12N4O
Method: DFT, ωB97M-V with the def2-TZVPD basis set

The geometry in ORCA input format:
```
! RIJCOSX wB97M-V def2-TZVPD def2/J DEFGRID3
* xyz 0 1
C 0.42 0.50 -0.26
C -0.73 1.51 0.01
C 0.50 -0.19 1.10
C -1.12 2.62 -0.79
C 1.46 -1.12 1.44
C -1.72 1.11 -2.61
C -2.02 0.95 -4.06
C 2.60 -3.03 2.78
C 1.63 -1.83 2.76
N 1.04 0.33 -1.30
N -1.17 1.25 1.21
N -0.61 0.23 1.82
N -1.58 2.31 -2.10
O -1.24 3.78 -0.48
H 2.15 -1.33 0.61
H -1.28 0.34 -1.95
H -2.47 1.87 -4.34
H -2.68 0.05 -4.28
H -1.01 0.72 -4.63
H 1.97 -3.89 3.17
H 3.47 -2.89 3.33
H 2.87 -3.32 1.77
H 1.91 -0.99 3.44
H 0.60 -2.10 3.27
H -0.92 0.03 2.76
H -2.06 3.09 -2.67
*
```

The HOMO energy (spin up / spin down) is -8.441 / -6.104 eV. For the LUMO energy (spin up / spin down), the calculation gives -0.183 / -0.825 eV. For the orbital gap (spin up / spin down), the calculation gives 8.26 / 5.28 eV.

=====

Top of the stability list: b), leading by 3.332 eV.

=====

a) Molecular formula: C4H4OS2
Method: DFT, ωB97M-V with the def2-TZVPD basis set

The geometry in ORCA input format:
```
! RIJCOSX wB97M-V def2-TZVPD def2/J DEFGRID3
* xyz 0 1
C 0.59 -1.23 -0.01
C -0.77 0.92 0.93
C -0.75 2.31 0.21
C -0.22 1.19 -0.61
H -0.08 0.89 1.61
H -1.58 3.15 -0.30
H 0.07 2.80 0.83
H -1.09 0.84 -1.15
O 1.34 -2.23 0.05
S -1.17 -0.80 0.79
S 1.10 0.25 -1.08
*
```

The HOMO energy is -9.552 eV. For the LUMO energy, the calculation gives 0.236 eV. For the orbital gap, the calculation gives 9.79 eV. Its SMILES is O=C1S[C@@H]2C[C@H]2S1.

=====

b) Molecular formula: C4H4OS2
Method: DFT, ωB97M-V with the def2-TZVPD basis set

The geometry in ORCA input format:
```
! RIJCOSX wB97M-V def2-TZVPD def2/J DEFGRID3
* xyz 0 1
C 1.49 -0.49 -1.24
C 0.08 -0.27 -0.85
C -0.17 0.55 0.37
C -1.20 0.13 1.35
H 1.65 -0.84 -2.29
H 0.71 1.12 0.77
H -1.68 -0.83 1.16
H -1.10 0.50 2.41
O -1.47 1.18 0.40
S 2.77 -0.17 -0.26
S -1.08 -0.88 -1.82
*
```

The HOMO energy is -9.239 eV. For the LUMO energy, the calculation gives -2.119 eV. For the orbital gap, the calculation gives 7.12 eV. Its SMILES is S=CC(=S)[C@@H]1CO1.

=====

Top of the stability list: b), leading by 1.548 eV.

=====

a) Molecular formula: C21H23N3O3
Method: DFT, ωB97M-V with the def2-TZVPD basis set

The geometry in ORCA input format:
```
! RIJCOSX wB97M-V def2-TZVPD def2/J DEFGRID3
* xyz 0 1
O -1.23 0.59 7.49
O 0.10 -0.69 6.37
O -3.29 1.97 1.69
C 1.26 -0.39 -1.76
C 0.46 -1.11 -2.62
C 4.74 -1.86 -0.87
C 4.58 -3.04 -1.61
C -1.69 0.45 2.81
C -2.99 2.03 4.05
C 3.67 -0.93 -0.80
C 3.38 -3.29 -2.27
C -1.14 -0.06 3.98
C -2.36 1.62 5.24
C -2.65 1.48 2.82
C 2.47 -1.20 -1.54
C 2.37 -2.38 -2.23
C -1.44 0.51 5.23
N 1.13 -2.33 -2.89
N -0.48 1.38 -1.53
N -0.85 0.10 6.44
C 0.69 -3.39 -3.80
C 0.89 0.95 -1.12
C -2.69 1.79 0.41
C -0.89 -0.58 -3.01
C -0.98 0.93 -2.80
C -0.86 2.76 -1.08
C -1.44 2.70 0.33
H 5.62 -1.76 -0.31
H 5.33 -3.79 -1.69
H -1.34 0.03 1.89
H -3.66 2.86 4.06
H 3.78 0.00 -0.23
H 3.22 -4.22 -2.80
H -0.37 -0.84 3.93
H -2.63 2.14 6.18
H 1.05 -3.26 -4.84
H 1.04 -4.40 -3.42
H -0.37 -3.41 -3.84
H 1.60 1.67 -1.47
H 0.92 0.85 -0.01
H -2.48 0.73 0.26
H -3.35 2.01 -0.42
H -1.68 -1.03 -2.43
H -1.06 -0.88 -4.06
H -2.03 1.19 -2.94
H -0.42 1.42 -3.60
H -1.63 3.23 -1.74
H 0.04 3.38 -1.11
H -1.69 3.71 0.63
H -0.67 2.35 1.02
*
```

The HOMO energy is -7.761 eV. For the LUMO energy, the calculation gives -0.470 eV. For the orbital gap, the calculation gives 7.29 eV. Its SMILES is Cn1c2c(c3ccccc31)CN(CCCOc1ccc([N+](=O)[O-])cc1)CC2.

=====

b) Molecular formula: C21H23N3O3
Method: DFT, ωB97M-V with the def2-TZVPD basis set

The geometry in ORCA input format:
```
! RIJCOSX wB97M-V def2-TZVPD def2/J DEFGRID3
* xyz 0 1
O 2.33 -1.46 3.41
C 1.31 -1.00 2.94
N 0.40 -0.45 3.67
C -0.71 0.46 3.14
C -1.05 1.12 1.88
C -1.97 2.04 1.68
C -2.86 2.29 2.66
C -2.73 1.31 3.96
C -1.60 0.53 4.08
C -1.18 -0.14 5.36
H -1.58 -1.14 5.45
H -1.12 0.28 6.16
C 0.09 -0.55 4.93
H 1.13 0.09 5.47
H 0.48 -1.69 5.19
H -3.33 1.66 4.71
H -3.84 2.85 2.63
H -2.07 2.59 0.78
H -0.06 0.98 1.23
C 1.27 -1.02 1.31
C -0.06 -1.62 0.72
C 0.01 -1.61 -0.70
C 0.97 -1.28 -1.49
N 0.83 -1.03 -2.91
C -0.57 -1.08 -3.45
H -1.33 -1.57 -3.20
H -0.57 -0.67 -4.58
C -0.96 0.47 -2.95
C -0.11 1.81 -3.61
H -0.56 2.74 -3.15
H -0.12 1.62 -4.59
C 1.22 1.50 -3.10
C 2.20 0.62 -3.83
H 3.09 0.83 -3.63
H 2.04 0.93 -4.97
C 2.00 -0.96 -3.63
H 2.59 -1.58 -3.31
H 1.75 -1.10 -4.68
H 1.38 1.31 -2.01
H 1.94 2.58 -3.24
H -1.10 0.80 -1.86
H -1.86 0.89 -3.50
C 2.07 -0.88 -1.01
C 2.15 -0.75 0.38
H 3.22 -0.68 0.78
H 2.83 -0.61 -1.38
N -1.44 -2.26 -0.93
O -1.47 -2.89 -1.92
O -2.31 -2.44 -0.20
H -0.74 -1.84 1.28
*
```

The HOMO energy is -7.929 eV. For the LUMO energy, the calculation gives 0.004 eV. For the orbital gap, the calculation gives 7.93 eV. Its SMILES is O=C(c1ccc(N2CCCCCC2)c([N+](=O)[O-])c1)N1CCc2ccccc21.

=====

Top of the stability list: a), leading by 17.123 eV.